## i
Below is 2 unconnected molecules or ions with the total composition C4H12S, with properties calculated with the ωB97M-V functional and the def2-TZVPD basis.

Last column: Mulliken charge in e.
Cartesian coordinates (Å):
C -1.0715 2.8226 -0.2627  -0.913
S -0.2112 1.2933 -0.5045  0.018
C -0.0666 1.1279 -2.2909  -0.839
H -0.7243 3.6459 -0.8875  0.291
H -2.1425 2.7121 -0.4706  0.281
H -1.0468 3.0942 0.7903  0.284
H -1.0330 0.8699 -2.7243  0.281
H 0.7954 0.5118 -2.5040  0.299
H 0.0999 2.1230 -2.7279  0.289
C -0.0877 -2.3940 1.3033  -0.637
C 1.4162 -2.1376 1.6048  -0.775
H -0.4332 -1.7212 0.5273  0.131
H -0.0786 -3.3436 0.7467  0.248
H -0.7160 -2.4771 2.1764  0.271
H 1.8425 -1.4304 0.9015  0.235
H 1.4850 -1.6381 2.5799  0.233
H 1.9726 -3.0588 1.7421  0.303

Its gap between HOMO and LUMO is 9.52 eV. The lowest unoccupied orbital energy is 1.07 eV. The multiplicity is 1.

=====

## ii
Below is 2 unconnected molecules or ions with the total composition C4H12S, with properties calculated with the ωB97M-V functional and the def2-TZVPD basis.

Last column: Mulliken charge in e.
Cartesian coordinates (Å):
C -0.7076 1.9321 1.3282  -0.537
S 0.4645 2.9624 0.5108  -0.104
C 2.0762 2.1601 0.6209  -0.927
H -0.2012 0.9735 1.3528  0.051
H -0.7885 2.3105 2.3588  0.269
H -1.6637 1.9823 0.8212  0.291
H 2.3404 1.3472 1.3426  0.339
H 2.7403 2.9936 0.7719  0.294
H 2.3076 1.4027 -0.1287  0.324
C -0.3645 -2.1762 -0.5306  -0.681
C -1.3116 -2.3835 -1.7166  -0.845
H -0.7663 -1.6088 0.3290  0.189
H 0.0197 -3.0890 -0.0542  0.311
H 0.5119 -1.6415 -0.9348  0.210
H -1.7478 -1.4019 -1.9105  0.258
H -2.0499 -3.1470 -1.4818  0.266
H -0.8596 -2.6165 -2.6791  0.291

Its gap between HOMO and LUMO is 9.24 eV. The lowest unoccupied orbital energy is 0.92 eV. The multiplicity is 1.

=====

Preferred: i; penalty for the next structure: 0.0219 hartree.